{"formula": "C44H100B6F24N12O4", "method": "the ωB97M-V functional and the def2-TZVPD basis", "elements": ["C", "N", "C", "C", "C", "C", "O", "H", "H", "H", "H", "H", "H", "H", "H", "H", "H", "H", "H", "H", "H", "C", "N", "C", "C", "C", "C", "O", "H", "H", "H", "H", "H", "H", "H", "H", "H", "H", "H", "H", "H", "H", "C", "N", "C", "C", "C", "C", "O", "H", "H", "H", "H", "H", "H", "H", "H", "H", "H", "H", "H", "H", "H", "C", "N", "C", "C", "C", "C", "O", "H", "H", "H", "H", "H", "H", "H", "H", "H", "H", "H", "H", "H", "H", "C", "C", "N", "C", "C", "N", "C", "C", "H", "H", "H", "H", "H", "H", "H", "H", "H", "H", "H", "C", "C", "N", "C", "C", "N", "C", "C", "H", "H", "H", "H", "H", "H", "H", "H", "H", "H", "H", "C", "C", "N", "C", "C", "N", "C", "C", "H", "H", "H", "H", "H", "H", "H", "H", "H", "H", "H", "C", "C", "N", "C", "C", "N", "C", "C", "H", "H", "H", "H", "H", "H", "H", "H", "H", "H", "H", "B", "F", "F", "F", "F", "B", "F", "F", "F", "F", "B", "F", "F", "F", "F", "B", "F", "F", "F", "F", "B", "F", "F", "F", "F", "B", "F", "F", "F", "F"], "coordinates": [[2.82895, 5.82905, -3.77910], [2.58267, 4.60074, -2.93755], [1.79143, 3.57741, -3.72593], [4.00769, 3.98056, -2.69662], [1.93152, 5.05554, -1.61578], [1.28201, 3.92281, -0.82933], [2.32613, 3.19626, -0.17706], [1.87171, 6.32762, -3.97237], [3.51629, 5.57207, -4.57868], [3.42998, 6.57585, -3.23855], [1.88781, 2.62250, -3.26870], [2.25141, 3.47771, -4.72890], [0.74932, 3.84241, -3.77680], [4.61253, 4.79368, -2.51970], [4.36255, 3.47561, -3.58743], [3.90950, 3.22353, -1.94958], [1.19515, 5.72613, -1.87273], [2.76611, 5.53130, -1.08282], [0.69354, 3.22570, -1.45924], [0.63164, 4.34661, -0.04990], [2.00953, 2.83478, 0.68971], [-2.42376, -4.42274, -1.97291], [-1.02844, -4.26989, -1.29588], [-0.75457, -2.76923, -1.26323], [-1.08099, -4.73097, 0.13172], [0.05589, -5.06360, -2.02634], [0.80815, -4.28483, -3.10918], [-0.06903, -3.74181, -4.04305], [-2.36859, -4.08582, -2.98267], [-3.20231, -3.87726, -1.41564], [-2.72933, -5.48703, -1.98119], [0.33613, -2.65413, -0.98155], [-1.32997, -2.22090, -0.46592], [-0.85292, -2.38795, -2.28182], [-1.90069, -4.16706, 0.63281], [-0.10340, -4.49024, 0.62900], [-1.21077, -5.77959, 0.16937], [-0.44053, -5.94852, -2.38841], [0.85555, -5.38506, -1.41210], [1.57126, -4.98769, -3.54843], [1.43621, -3.45775, -2.65074], [0.16135, -2.77909, -4.14628], [6.09763, -1.69278, -5.86032], [4.72028, -2.24453, -5.81124], [3.75127, -1.17596, -6.30454], [4.69558, -3.56990, -6.58315], [4.25461, -2.61078, -4.38111], [4.88830, -1.77957, -3.28994], [4.74316, -0.38237, -3.46323], [6.19405, -0.81742, -5.27634], [6.37731, -1.63482, -6.93859], [6.67292, -2.50904, -5.39978], [2.72138, -1.53867, -6.26327], [3.89932, -0.98047, -7.36101], [3.85532, -0.20989, -5.80490], [5.11491, -3.37939, -7.57964], [3.70667, -3.94631, -6.44788], [5.43074, -4.24926, -6.08637], [4.60702, -3.58786, -4.14353], [3.14615, -2.54704, -4.32064], [5.95375, -2.11191, -3.20451], [4.46962, -2.05295, -2.36829], [3.82025, -0.21597, -3.41855], [-4.29210, 3.40004, -2.56749], [-3.84809, 2.57998, -3.80460], [-3.82584, 3.40126, -5.00075], [-2.39203, 2.18921, -3.47282], [-4.87638, 1.35928, -3.99958], [-4.75769, 0.15918, -3.06802], [-5.04219, 0.53720, -1.70823], [-3.85735, 2.83481, -1.69758], [-5.40239, 3.35510, -2.50130], [-3.96127, 4.37912, -2.68763], [-3.16613, 4.24908, -4.74044], [-4.83350, 3.66800, -5.24376], [-3.32665, 2.75701, -5.75005], [-1.86464, 1.60476, -4.29162], [-2.30028, 1.56162, -2.58816], [-1.82560, 3.09290, -3.31806], [-4.79367, 1.04218, -5.01955], [-5.86395, 1.78455, -3.95326], [-3.74896, -0.25975, -3.12132], [-5.44866, -0.63209, -3.44662], [-4.78066, -0.23492, -1.16247], [-1.24526, 7.40879, 2.75329], [-1.32689, 6.16212, 1.84131], [-2.11920, 5.16483, 2.42585], [-3.48314, 4.92505, 2.13238], [-3.80940, 3.88744, 2.97536], [-2.66688, 3.50826, 3.69992], [-1.70831, 4.34327, 3.39135], [-2.67062, 2.62534, 4.87238], [-0.82875, 8.21607, 2.24493], [-0.58625, 7.13499, 3.60672], [-2.20669, 7.74739, 3.05799], [-0.33424, 5.78528, 1.50484], [-1.80350, 6.44129, 0.90597], [-4.01400, 5.35178, 1.33992], [-4.75368, 3.37628, 2.96349], [-0.75779, 4.32202, 3.90267], [-2.23585, 1.61691, 4.79224], [-3.73885, 2.47937, 5.09842], [-2.36353, 3.11022, 5.78259], [5.87534, -1.64998, 3.12354], [5.05281, -0.40841, 3.36276], [4.39544, -0.24932, 4.63294], [5.10260, -0.25183, 5.79596], [4.20425, -0.02041, 6.83174], [2.96592, 0.14180, 6.25689], [3.09897, 0.02325, 4.90939], [1.65211, 0.40796, 6.88065], [6.07810, -1.63552, 2.06428], [5.26907, -2.54021, 3.24042], [6.82908, -1.79632, 3.68926], [4.29191, -0.30155, 2.63781], [5.71580, 0.42434, 3.18432], [6.17057, -0.25022, 5.83272], [4.36174, -0.03883, 7.88368], [2.26591, 0.09597, 4.22990], [1.75945, 1.22060, 7.58954], [1.28974, -0.52105, 7.37558], [0.96370, 0.70394, 6.08710], [-1.83917, 1.27547, -0.09438], [-1.09444, 1.09493, 1.24977], [0.00761, 0.15684, 1.15658], [1.02977, 0.31876, 0.20216], [1.88878, -0.66831, 0.37792], [1.40093, -1.52290, 1.40095], [0.23422, -0.96249, 1.76613], [2.11510, -2.58338, 2.05865], [-1.54308, 0.48227, -0.72075], [-1.50665, 2.21887, -0.56840], [-2.93299, 1.33552, -0.07216], [-1.67508, 0.74954, 2.11730], [-0.62729, 2.05554, 1.54444], [0.93353, 1.03525, -0.62151], [2.81547, -0.83163, -0.09039], [-0.36876, -1.43656, 2.54374], [3.13825, -2.55939, 1.58467], [1.73337, -3.57461, 2.03871], [2.23489, -2.30858, 3.12071], [-6.49321, -6.72454, 3.83815], [-5.80091, -5.55574, 3.08287], [-5.03664, -4.69943, 3.97479], [-3.98055, -5.15383, 4.80838], [-3.44402, -4.06959, 5.32590], [-4.09489, -2.98340, 4.88159], [-5.08465, -3.37460, 4.09231], [-3.82796, -1.62532, 5.28245], [-6.59998, -7.58100, 3.23940], [-7.36372, -6.35246, 4.47691], [-5.83403, -7.10433, 4.62777], [-6.61202, -4.92284, 2.67161], [-5.20987, -6.00320, 2.27223], [-3.82653, -6.18820, 5.05162], [-2.60201, -3.98521, 6.03696], [-5.73538, -2.74822, 3.50510], [-4.01248, -1.44565, 6.34468], [-4.41615, -0.96652, 4.65408], [-2.78662, -1.34489, 4.99543], [-1.68470, 5.63993, -1.70053], [-0.69895, 6.54253, -1.32313], [-1.82108, 4.57995, -0.82190], [-2.96259, 6.13813, -1.90213], [-1.18181, 5.03960, -2.98921], [1.64977, 2.50950, 3.29902], [0.51699, 1.86578, 4.00197], [2.57120, 3.14192, 4.03968], [2.34271, 1.44987, 2.56795], [1.08856, 3.31157, 2.24880], [0.88324, -0.03583, -4.01219], [2.05203, 0.70680, -3.50072], [0.54407, 0.53024, -5.27040], [1.21729, -1.39114, -4.21524], [-0.07525, 0.07916, -2.99881], [3.63850, -4.19063, -0.77314], [4.50763, -4.77062, -1.74965], [4.34598, -3.49069, 0.20123], [2.77096, -3.16809, -1.48174], [2.74238, -5.14050, -0.30011], [-0.13412, -2.36756, 5.16119], [-0.77431, -1.01973, 5.03379], [-0.63883, -3.04438, 6.28351], [-0.44667, -3.02952, 4.03381], [1.27312, -2.13410, 5.34368], [-4.18593, -2.04883, 0.95409], [-2.86302, -1.67184, 1.33943], [-4.28525, -3.46132, 1.23220], [-5.20187, -1.38772, 1.69249], [-4.34162, -1.92787, -0.44083]], "atomic_forces_ev_per_a": [[0.2, 0.5, 1.0], [1.4, -0.4, -0.5], [0.6, 0.7, -0.5], [-2.7, -0.9, -1.0], [1.6, -2.2, -0.2], [0.9, -0.4, 0.9], [-0.2, -0.5, 0.4], [0.3, -0.5, -0.6], [-0.8, -0.2, -0.7], [-0.3, -0.4, 0.5], [0.1, -0.5, 0.5], [-0.3, 0.3, 0.5], [-0.3, 0.4, -0.1], [1.5, 1.5, 1.0], [-0.3, 0.1, -0.5], [0.1, 0.0, 0.9], [-1.5, 1.7, -0.7], [-0.5, -0.2, 0.2], [0.0, 0.6, 0.1], [0.0, 0.1, -0.5], [0.3, 0.6, -0.9], [0.2, -1.1, 1.2], [-0.9, 0.9, 0.2], [1.8, 0.1, 0.7], [0.4, 1.8, 0.6], [-0.2, 0.9, -1.3], [1.0, 0.6, 0.7], [-0.4, 1.2, -1.0], [0.4, 0.3, -0.6], [0.7, 0.1, 0.0], [0.5, 0.5, 0.1], [-1.1, -0.2, -0.3], [0.0, -0.9, -1.0], [-0.3, 0.1, 0.5], [0.5, -0.6, -0.3], [-0.9, -0.1, -0.6], [-0.4, -1.1, 0.0], [-0.2, -0.2, -0.4], [0.4, -0.2, 1.5], [-0.8, 0.4, 0.2], [-1.0, -1.3, -0.5], [-0.2, -1.4, -0.1], [0.4, -2.4, -0.8], [-1.3, 0.4, 0.7], [-0.4, -0.5, -1.1], [1.6, 1.1, 0.7], [-0.3, 0.8, 0.3], [1.3, 0.2, -0.8], [1.8, -0.3, -0.3], [0.0, 1.0, 0.2], [-0.1, 0.4, 1.0], [0.4, 0.5, -0.2], [0.2, 0.0, 0.5], [0.5, -0.2, -0.3], [0.2, -0.6, 0.4], [-0.9, -0.2, 0.0], [-0.6, -0.4, -0.6], [-0.7, 0.6, -0.2], [-0.1, -1.0, -0.2], [0.8, -0.1, -0.4], [-0.6, 1.0, -0.2], [-0.8, -0.7, 1.2], [-1.6, 0.7, 0.2], [-1.1, -3.1, 0.2], [-0.2, -1.9, 2.5], [1.5, -0.3, -0.2], [0.2, -1.5, -1.3], [1.0, 0.6, 0.5], [0.1, 0.3, 0.5], [0.3, -0.6, -0.8], [-0.6, 1.0, -0.8], [0.8, 0.1, -0.1], [0.8, 1.5, 0.0], [-0.5, -0.1, -0.5], [-0.4, 0.4, -0.4], [-0.5, 0.7, -0.1], [-1.1, 0.7, 0.6], [-0.6, 0.2, 0.0], [-0.1, 0.5, 0.1], [0.6, -0.3, -0.6], [-0.3, 0.5, 0.4], [0.1, 0.0, -0.1], [0.3, 0.6, 0.2], [-0.3, 0.3, -0.1], [0.9, -2.3, 0.6], [1.2, 2.4, -1.4], [-1.3, -1.4, 0.6], [2.4, -2.3, 2.7], [0.3, 0.4, -1.1], [-1.7, 0.0, 0.4], [0.5, 0.4, -0.6], [-1.9, -0.8, 0.5], [1.0, 1.3, -1.0], [-0.6, 0.5, -0.3], [-0.9, -0.1, 0.5], [-0.6, 0.1, 0.7], [-0.1, 0.0, 0.0], [-0.5, 0.8, -0.9], [0.1, -0.3, 0.5], [0.2, 0.2, -0.4], [0.3, 0.7, -0.6], [0.3, -0.2, -0.3], [0.8, 0.4, 0.0], [0.0, -0.9, 0.4], [0.8, 0.4, -0.5], [-0.8, 0.4, 1.0], [-1.3, 0.6, 2.0], [0.6, -0.4, -1.5], [0.1, -0.1, -1.8], [0.7, -0.5, 1.3], [0.2, -0.8, 0.2], [0.5, 0.0, -0.4], [-0.1, -0.3, 0.3], [-0.9, 0.5, -0.3], [-0.9, -0.1, -0.9], [0.1, 0.6, 0.3], [0.2, -0.4, -0.1], [0.0, 0.2, 0.4], [0.2, 0.0, -0.1], [0.1, 0.0, 0.1], [0.2, 0.7, -0.4], [0.1, -0.2, 0.1], [0.2, 1.3, 0.7], [-0.5, 0.8, 0.9], [0.7, 0.5, -2.5], [-1.5, 1.0, -0.4], [0.3, -1.6, 1.1], [-1.2, 2.3, -1.6], [0.1, -2.1, 2.4], [2.7, 1.1, 0.8], [0.1, -1.1, -1.0], [-0.1, -0.4, 0.2], [0.2, -0.3, 0.5], [-0.2, 0.1, -0.5], [-0.3, -0.5, -0.1], [0.3, -0.2, 0.8], [0.8, -0.5, -0.5], [0.0, 0.5, -0.2], [-1.2, -0.4, 0.6], [-0.8, -0.6, -0.6], [-0.1, -0.2, -0.3], [0.5, 2.0, 2.6], [-1.9, -0.6, 0.0], [1.2, -0.6, 1.0], [-1.9, -0.9, -1.3], [2.7, 0.3, 2.3], [-1.0, 0.8, -0.1], [-0.1, -0.7, -1.1], [1.1, 1.2, -0.7], [-1.0, -0.8, -1.0], [0.7, -0.8, -1.5], [0.3, 0.1, -0.1], [0.7, -0.3, -0.2], [0.2, 0.7, 0.3], [0.1, 0.0, -0.3], [-0.6, 0.0, -0.6], [0.1, 0.2, 0.1], [0.0, -0.2, -0.2], [-0.5, 0.0, 0.1], [-0.6, -0.5, 0.6], [0.3, -0.8, -1.9], [-0.5, 0.2, 0.3], [0.3, -0.6, 0.9], [0.3, 0.7, -0.1], [-0.5, 0.5, 0.9], [-0.8, -2.0, -1.6], [1.4, 1.1, -0.4], [-0.2, 0.6, 0.9], [-0.5, 0.3, 0.4], [-0.2, 0.3, 0.8], [0.8, 1.1, -0.2], [-0.4, -1.2, -0.5], [-0.1, -0.3, 1.2], [0.1, 0.3, 0.2], [-0.2, 0.0, -0.6], [-0.2, 0.4, -1.6], [-0.7, 0.7, 0.7], [0.0, -0.3, -0.2], [1.2, -0.4, 1.0], [0.2, 0.1, 0.4], [0.3, 1.8, 1.8], [0.6, -1.0, 0.3], [0.0, 0.4, -0.2], [0.0, -0.9, -1.5], [-0.9, -0.2, -0.4], [0.1, -1.5, 0.7], [-0.7, 0.4, -0.2], [0.0, 0.6, 0.0], [0.9, 0.0, -0.6], [0.0, 0.7, 0.0]], "e_homo_ev": -13.1, "homo_lumo_gap_ev": 10.06, "charge": 2}